Version A
A 2-piece molecular cluster, C4H10O overall, computed with the ωB97M-V functional and the def2-TZVPD basis.

Each line ends with the Mulliken charge.
Element x y z (Å)
C (0.03, -0.59, 1.41)  -0.11
C (0.77, -1.67, 1.23)  -0.02
C (0.59, -2.61, 0.08)  -1.14
C (0.19, 0.37, 2.56)  -1.10
H (-0.76, -0.34, 0.69)  0.26
H (1.51, -1.90, 1.99)  0.32
H (-0.38, -2.46, -0.38)  0.31
H (1.32, -2.47, -0.72)  0.27
H (0.70, -3.65, 0.36)  0.32
H (-0.36, 1.29, 2.36)  0.32
H (1.23, 0.63, 2.71)  0.31
H (-0.18, -0.04, 3.50)  0.27
H (-1.17, 2.72, -4.27)  0.32
H (-1.54, 4.04, -3.53)  0.32
O (-1.24, 3.67, -4.36)  -0.64

Its SMILES is C/C=C/C.O. The calculation puts the LUMO energy at 0.79 eV.

Version B
One molecule with the formula C4H10O, computed with the ωB97M-V functional and the def2-TZVPD basis.

Each line ends with the Mulliken charge.
Element x y z (Å)
C (-0.65, 0.17, 1.86)  -1.18
C (0.00, 0.74, 0.60)  -0.43
C (-0.24, -0.08, -0.68)  0.42
C (1.02, -0.13, -1.55)  -1.43
O (-0.63, -1.40, -0.31)  -0.54
H (-0.22, -0.81, 2.08)  0.30
H (-1.72, 0.04, 1.74)  0.30
H (-0.47, 0.83, 2.71)  0.37
H (-0.36, 1.76, 0.42)  0.31
H (1.08, 0.83, 0.77)  0.27
H (-1.05, 0.39, -1.25)  0.20
H (1.38, 0.87, -1.80)  0.34
H (1.81, -0.65, -0.99)  0.37
H (0.85, -0.67, -2.48)  0.40
H (-0.80, -1.88, -1.13)  0.31

Its SMILES is CC[C@@H](C)O. The calculation puts the LUMO energy at 0.97 eV.

Version C
A 2-piece molecular cluster, C4H10O overall, computed with the ωB97M-V functional and the def2-TZVPD basis.

Each line ends with the Mulliken charge.
Element x y z (Å)
C (-2.06, -0.71, 0.08)  -1.26
C (-0.72, -0.89, -0.57)  0.96
C (-0.60, -1.00, -1.88)  -0.92
C (0.43, -0.98, 0.38)  -1.22
H (-2.51, -1.60, 0.53)  0.27
H (-2.91, -0.30, -0.46)  0.35
H (-1.99, -0.02, 0.93)  0.30
H (0.37, -1.16, -2.33)  0.26
H (-1.39, -1.02, -2.63)  0.30
H (1.37, -0.63, -0.02)  0.34
H (0.52, -2.00, 0.77)  0.27
H (0.33, -0.39, 1.30)  0.33
H (2.64, 4.23, 1.42)  0.32
H (3.57, 3.14, 0.87)  0.32
O (2.96, 3.33, 1.61)  -0.64

Its SMILES is C=C(C)C.O. The calculation puts the LUMO energy at 0.89 eV.

It is version C that is the least stable of them.

Version A
One molecule with the formula C4H10O, computed with the ωB97M-V functional and the def2-TZVPD basis.

Each line ends with the Mulliken charge.
Element x y z (Å)
C (1.02, -0.03, 1.80)  -1.24
C (-0.20, -0.34, 0.93)  -0.26
C (-0.23, 0.58, -0.30)  -0.50
C (-0.94, 0.07, -1.57)  -0.53
O (0.02, -0.14, -2.60)  -0.55
H (1.94, -0.14, 1.21)  0.34
H (0.99, 1.01, 2.16)  0.30
H (1.09, -0.69, 2.67)  0.35
H (-0.16, -1.39, 0.60)  0.31
H (-1.12, -0.25, 1.53)  0.28
H (0.78, 0.68, -0.69)  0.30
H (-0.56, 1.58, -0.01)  0.34
H (-1.52, -0.85, -1.38)  0.28
H (-1.63, 0.82, -1.97)  0.29
H (0.54, -0.93, -2.38)  0.30

Its SMILES is CCCCO. The calculation puts the LUMO energy at 1.05 eV.

Version B
A 2-piece molecular cluster, C4H10O overall, computed with the ωB97M-V functional and the def2-TZVPD basis.

Each line ends with the Mulliken charge.
Element x y z (Å)
C (-0.63, 0.67, 1.87)  -0.78
C (-0.59, 0.48, 0.53)  0.06
O (-0.59, -0.77, 0.06)  -0.36
C (-0.04, -0.98, -1.22)  -0.29
C (1.45, -1.21, -1.06)  -0.97
H (-1.06, 2.57, 1.15)  0.00
H (-0.18, -0.10, 2.48)  0.24
H (-1.29, 1.34, 2.40)  0.32
H (-1.54, 2.46, 0.58)  0.03
H (-0.46, 1.24, -0.25)  0.26
H (-0.26, -0.13, -1.88)  0.31
H (-0.56, -1.86, -1.62)  0.27
H (1.92, -1.48, -2.00)  0.37
H (1.59, -2.03, -0.34)  0.29
H (1.92, -0.31, -0.65)  0.27

Its SMILES is C=COCC.[H][H]. The calculation puts the LUMO energy at 1.12 eV.

Version C
A 2-piece molecular cluster, C4H10O overall, computed with the ωB97M-V functional and the def2-TZVPD basis.

Each line ends with the Mulliken charge.
Element x y z (Å)
C (1.97, 1.10, 0.03)  -0.69
C (0.98, 0.30, -0.36)  0.06
O (-0.31, 0.71, -0.30)  -0.33
C (-1.34, -0.23, -0.55)  -0.22
C (-2.43, 0.03, 0.47)  -1.12
H (2.93, -1.21, 0.66)  -0.22
H (1.76, 2.10, 0.41)  0.23
H (3.00, 0.79, -0.04)  0.32
H (3.08, -1.85, 0.32)  0.21
H (1.13, -0.71, -0.75)  0.25
H (-0.97, -1.26, -0.48)  0.34
H (-1.71, -0.09, -1.58)  0.25
H (-3.31, -0.59, 0.27)  0.37
H (-2.72, 1.08, 0.42)  0.28
H (-2.06, -0.18, 1.48)  0.28

Its SMILES is C=COCC.[H][H]. The calculation puts the LUMO energy at 1.17 eV.

It is version B that is the least stable of them.

Version A
A 2-piece molecular cluster, C4H10O overall, computed with the ωB97M-V functional and the def2-TZVPD basis.

Each line ends with the Mulliken charge.
Element x y z (Å)
O (-1.71, -2.03, 0.49)  -0.33
C (-1.68, -1.83, 1.65)  -0.18
H (-0.78, -1.86, 2.20)  0.29
H (-2.71, -1.76, 2.19)  0.22
C (1.36, -0.43, -0.86)  -0.99
C (0.46, 0.82, -1.07)  -0.10
C (-0.02, 1.53, 0.06)  -1.09
H (0.91, -1.32, -1.17)  0.24
H (1.61, -0.51, 0.23)  0.23
H (2.22, -0.24, -1.48)  0.37
H (-0.44, 0.71, -1.72)  0.29
H (1.08, 1.46, -1.75)  0.26
H (-0.63, 2.42, -0.28)  0.32
H (-0.43, 0.91, 0.86)  0.19
H (0.76, 2.12, 0.64)  0.30

Its SMILES is C=O.CCC. The calculation puts the LUMO energy at 0.90 eV.

Version B
One molecule with the formula C4H10O, computed with the ωB97M-V functional and the def2-TZVPD basis.

Each line ends with the Mulliken charge.
Element x y z (Å)
C (0.85, 0.71, 1.38)  -1.01
C (0.59, 0.81, -0.13)  -0.50
C (0.05, -0.50, -0.80)  0.19
C (-1.46, -0.47, -0.84)  -1.32
O (0.51, -1.69, -0.20)  -0.54
H (0.81, -0.31, 1.74)  0.28
H (0.30, 1.42, 2.00)  0.25
H (1.91, 0.93, 1.58)  0.29
H (-0.04, 1.66, -0.39)  0.40
H (1.54, 1.04, -0.63)  0.30
H (0.49, -0.51, -1.79)  0.27
H (-1.89, -1.26, -1.45)  0.36
H (-1.97, -0.51, 0.12)  0.32
H (-1.90, 0.43, -1.30)  0.37
H (0.21, -1.74, 0.72)  0.35

Its SMILES is CC[C@H](C)O. The calculation puts the LUMO energy at 1.03 eV.

It is version A that is the least stable of them.

Version A
C4H10O as an isolated structure, computed with the ωB97M-V functional and the def2-TZVPD basis.

Each line ends with the Mulliken charge.
Element x y z (Å)
C (-1.49, -0.36, -1.02)  -0.96
C (-0.55, -0.98, -0.04)  -0.11
C (0.71, -0.28, 0.06)  0.11
C (1.76, -0.77, 1.07)  -1.17
H (-2.47, -0.81, -1.07)  0.35
H (-1.56, 0.71, -0.73)  0.30
H (-1.04, -0.27, -2.01)  0.29
H (-0.39, -2.04, 0.13)  0.41
H (0.89, 0.65, -0.49)  0.49
H (2.73, -0.30, 0.90)  0.33
H (1.49, -0.65, 2.11)  0.30
H (1.91, -1.81, 0.78)  0.36
H (-0.25, 0.05, 0.74)  0.14
H (-0.68, 2.89, -0.03)  0.13
O (-0.37, 1.99, -0.10)  -0.95

The calculation puts the LUMO energy at -0.66 eV.

Version B
A 2-piece molecular cluster, C4H10O overall, computed with the ωB97M-V functional and the def2-TZVPD basis.

Each line ends with the Mulliken charge.
Element x y z (Å)
C (0.35, 0.16, 1.71)  -0.95
C (0.07, -0.72, 0.73)  0.87
C (-1.29, -1.50, 0.67)  -1.10
C (1.11, -0.94, -0.30)  -1.10
H (1.33, 0.63, 1.82)  0.27
H (-0.45, 0.48, 2.39)  0.26
H (-1.98, -0.93, 0.03)  0.26
H (-1.74, -1.57, 1.68)  0.33
H (-1.18, -2.51, 0.26)  0.31
H (0.82, -0.33, -1.18)  0.23
H (1.17, -2.00, -0.61)  0.30
H (2.11, -0.61, 0.03)  0.33
O (0.02, 3.11, -2.75)  -0.65
H (-0.72, 2.83, -2.18)  0.32
H (0.40, 3.90, -2.30)  0.32

Its SMILES is C=C(C)C.O. The calculation puts the LUMO energy at 0.74 eV.

Version C
One molecule with the formula C4H10O, computed with the ωB97M-V functional and the def2-TZVPD basis.

Each line ends with the Mulliken charge.
Element x y z (Å)
C (0.19, 1.63, 0.16)  -1.59
C (0.17, 0.11, 0.34)  0.73
C (1.38, -0.57, -0.34)  -1.22
C (-1.14, -0.46, -0.19)  -0.76
O (-1.15, -1.85, 0.07)  -0.51
H (1.08, 2.07, 0.61)  0.38
H (-0.69, 2.11, 0.62)  0.40
H (0.20, 1.89, -0.91)  0.37
H (0.20, -0.11, 1.41)  0.23
H (1.06, -1.26, -1.12)  0.30
H (2.05, 0.17, -0.79)  0.39
H (1.96, -1.16, 0.37)  0.27
H (-1.21, -0.25, -1.27)  0.34
H (-1.98, 0.04, 0.31)  0.36
H (-1.96, -2.22, -0.31)  0.31

Its SMILES is CC(C)CO. The calculation puts the LUMO energy at 1.00 eV.

It is version A that is the least stable of them.

Version A
One molecule with the formula C4H3N3S, computed with the ωB97M-V functional and the def2-TZVPD basis.

Each line ends with the Mulliken charge.
Element x y z (Å)
C (-0.35, 1.02, -0.08)  0.43
C (1.59, -0.16, 0.06)  0.01
C (0.80, -1.40, -0.03)  0.01
C (-1.16, -0.24, -0.01)  0.19
H (-1.90, 1.98, -0.03)  0.24
H (2.64, -0.21, 0.13)  0.42
H (1.43, -2.31, -0.03)  0.35
N (-0.87, 2.19, -0.02)  -0.52
N (1.07, 1.01, 0.03)  -0.46
N (-0.45, -1.50, -0.06)  -0.47
S (-2.80, -0.38, 0.04)  -0.21

Its SMILES is [H]/N=C1/N=CC=NC1=S. The calculation puts the LUMO energy at -2.28 eV.

Version B
One molecule with the formula C4H3N3S, computed with the ωB97M-V functional and the def2-TZVPD basis.

Each line ends with the Mulliken charge.
Element x y z (Å)
C (1.51, -1.55, 0.10)  -0.37
C (1.35, 0.59, -0.26)  -0.06
C (0.23, -1.16, 0.21)  0.20
C (-2.17, 0.87, 0.12)  0.00
N (2.19, -0.42, -0.21)  -0.51
N (-0.91, 1.08, 0.12)  -1.01
N (0.09, 0.19, -0.01)  0.78
S (-3.16, -0.49, -0.12)  -0.15
H (1.97, -2.50, 0.22)  0.38
H (1.62, 1.60, -0.48)  0.39
H (-2.73, 1.79, 0.30)  0.35

The calculation puts the LUMO energy (alpha / beta) at -3.65 / -3.81 eV.

It is version B that is the least stable of them.

Version A
One molecule with the formula C4H7OP, computed with the ωB97M-V functional and the def2-TZVPD basis.

Each line ends with the Mulliken charge.
Element x y z (Å)
C (-1.15, -0.12, 0.21)  -0.64
C (0.62, -0.55, 1.77)  -0.78
C (0.29, 0.94, -1.22)  0.12
C (-0.23, -1.03, 0.87)  0.12
O (-0.69, 0.08, -1.10)  -0.33
P (1.10, 1.31, -2.61)  -0.19
H (-2.14, -0.50, 0.27)  0.33
H (-1.05, 0.82, 0.80)  0.38
H (1.42, -1.12, 2.12)  0.27
H (0.68, 0.41, -3.56)  -0.01
H (0.75, 1.47, -0.30)  0.22
H (0.45, 0.42, 2.18)  0.26
H (-0.04, -2.13, 0.58)  0.25

Its SMILES is [H]/P=C\OCC=C. The calculation puts the LUMO energy at 0.84 eV.

Version B
One molecule with the formula C4H7OP, computed with the ωB97M-V functional and the def2-TZVPD basis.

Each line ends with the Mulliken charge.
Element x y z (Å)
C (0.70, 0.42, -0.33)  -0.85
C (-0.75, 0.05, -0.76)  -0.46
C (0.90, 0.83, 1.11)  -0.76
C (-1.17, -1.30, -0.40)  0.08
O (-0.71, -1.99, 0.51)  -0.46
P (1.33, -0.63, 2.15)  0.01
H (1.15, -0.51, -0.62)  0.37
H (1.20, 1.02, -1.03)  0.47
H (-1.67, 0.66, -0.42)  0.30
H (-0.69, 0.24, -1.85)  0.29
H (1.71, 1.52, 1.26)  0.38
H (0.01, 1.41, 1.52)  0.35
H (-2.01, -1.73, -1.12)  0.27

The calculation puts the LUMO energy (alpha / beta) at -0.42 / -0.40 eV.

It is version B that is the least stable of them.